No. 1
Entry from OMol25: C5H8N2 in the gas phase at a distorted geometry (ωB97M-V with the def2-TZVPD basis set).

Each line ends with the Löwdin charge.
Positions of all 15 atoms, in Å:
C1 -0.249 1.705 0.674  -0.0278
N1 -0.333 0.313 0.321  -0.1086
C2 -1.039 -0.686 0.986  -0.0963
C3 -0.750 -1.884 0.422  -0.1177
C4 0.212 -1.678 -0.660  -0.1142
C5 0.349 -0.279 -0.685  -0.4272
N2 1.039 0.438 -1.663  0.1120
H1 -0.017 2.255 -0.240  0.0842
H2 -1.209 2.034 1.073  0.0886
H3 0.535 1.896 1.419  0.0934
H4 -1.677 -0.417 1.817  0.1112
H5 -1.212 -2.824 0.711  0.0858
H6 1.282 -1.552 -0.282  0.1371
H7 1.937 0.832 -1.411  0.0911
H8 1.131 -0.151 -2.484  0.0885

- HOMO energy (eV) = -7.829
- calculated total energy (eV) = -8292.3881
- charge = 0
- energy above the lowest of the compared OMol25 structures with the same formula, charge and spin (kcal/mol) = 60.15
- structure (SMILES) = Cn1cccc1N
- strongest force on any atom (eV/Å) = 2.10

***

No. 2
Entry from OMol25: C5H8N2 in the gas phase at a distorted geometry (ωB97M-V with the def2-TZVPD basis set).

Each line ends with the Löwdin charge.
Positions of all 15 atoms, in Å:
C1 1.899 -0.862 -0.056  -0.0762
C2 0.527 -0.421 0.324  -0.3610
C3 -0.145 0.528 -0.639  -0.1161
C4 -1.584 0.938 -0.111  -0.1255
C5 -2.471 -0.350 0.213  -0.0525
N1 -1.666 -1.370 -0.106  -0.0044
N2 -0.453 -1.028 -0.600  -0.1048
H1 1.795 -1.966 0.013  0.0910
H2 2.462 -0.343 0.767  0.0920
H3 2.183 -0.550 -1.092  0.0878
H4 0.227 -0.435 1.428  0.1669
H5 0.485 0.711 -1.536  0.1327
H6 -1.437 1.454 0.889  0.1103
H7 -2.026 1.556 -0.844  0.0668
H8 -3.492 -0.333 0.580  0.0930

- HOMO energy (eV) = -8.649
- calculated total energy (eV) = -8290.9837
- charge = 0
- energy above the lowest of the compared OMol25 structures with the same formula, charge and spin (kcal/mol) = 92.53
- structure (SMILES) = C[C@H]1[C@@H]2CC=NN12
- strongest force on any atom (eV/Å) = 6.37

***

No. 3
Entry from OMol25: C5H8N2 in the gas phase at a distorted geometry (ωB97M-V with the def2-TZVPD basis set).

Each line ends with the Löwdin charge.
Positions of all 15 atoms, in Å:
C1 -0.241 -0.403 1.333  -0.0310
C2 0.308 0.072 0.003  -0.5225
C3 1.300 1.209 0.135  -0.0309
N1 0.619 -0.806 -1.116  0.1003
C4 -0.606 -0.004 -1.183  -0.2427
C5 -1.863 -0.710 -1.014  -0.1874
N2 -2.825 -1.334 -0.848  0.1543
H1 -0.878 0.398 1.726  0.0948
H2 0.562 -0.575 2.056  0.0856
H3 -0.856 -1.304 1.255  0.0768
H4 2.282 0.778 0.358  0.0887
H5 1.389 1.787 -0.788  0.0822
H6 1.027 1.882 0.954  0.0817
H7 0.405 -1.785 -0.946  0.1102
H8 -0.625 0.792 -1.924  0.1399

- HOMO energy (eV) = -10.065
- calculated total energy (eV) = -8293.7089
- charge = 0
- energy above the lowest of the compared OMol25 structures with the same formula, charge and spin (kcal/mol) = 29.69
- structure (SMILES) = CC1(C)N[C@H]1C#N
- strongest force on any atom (eV/Å) = 1.17

***

No. 4
Entry from OMol25: C5H8N2 in the gas phase at a distorted geometry (ωB97M-V with the def2-TZVPD basis set).

Each line ends with the Löwdin charge.
Positions of all 15 atoms, in Å:
C1 0.649 1.136 -0.467  -0.2214
C2 1.787 0.507 -0.363  0.0971
C3 -0.911 -0.625 -0.593  -0.1595
C4 0.079 -0.244 1.523  -0.1695
C5 -0.510 0.604 0.299  -0.2852
N1 0.228 -1.549 -0.348  -0.0962
N2 0.928 -1.140 0.758  -0.0281
H1 0.308 1.986 -1.215  0.1426
H2 2.694 0.494 -0.789  0.0050
H3 -1.901 -0.888 -0.226  0.0997
H4 -0.888 -0.525 -1.685  0.1146
H5 0.807 0.312 2.107  0.1131
H6 -0.607 -0.949 1.993  0.1165
H7 -1.282 1.437 0.618  0.1631
H8 0.877 -1.807 -1.062  0.1082

- HOMO energy (alpha / beta) (eV) = -7.419 / -7.419
- calculated total energy (eV) = -8289.3396
- charge = 0
- energy above the lowest of the compared OMol25 structures with the same formula, charge and spin (kcal/mol) = 130.45
- strongest force on any atom (eV/Å) = 5.14

***

No. 5
Entry from OMol25: C5H8N2 in the gas phase (ωB97M-V with the def2-TZVPD basis set).

Each line ends with the Löwdin charge.
Positions of all 15 atoms, in Å:
C1 2.517 0.225 -0.664  0.0089
C2 1.264 -0.140 -0.343  -0.3639
C3 0.492 -1.370 -0.559  -0.0259
C4 -0.802 -1.060 -0.372  -0.1004
N1 -0.984 0.276 -0.032  -0.1975
C5 -1.926 0.615 1.025  -0.0686
N2 0.330 0.758 0.234  0.0483
H1 2.771 1.283 -0.616  0.0431
H2 3.286 -0.489 -0.942  0.0437
H3 0.873 -2.282 -1.003  0.1033
H4 -1.685 -1.677 -0.499  0.1213
H5 -2.897 0.175 0.781  0.0832
H6 -2.051 1.702 1.056  0.0800
H7 -1.600 0.268 2.015  0.0876
H8 0.411 1.716 -0.080  0.1370

- HOMO energy (eV) = -7.111
- calculated total energy (eV) = -8292.8942
- charge = 0
- energy above the lowest of the compared OMol25 structures with the same formula, charge and spin (kcal/mol) = 48.48
- structure (SMILES) = C=C1C=CN(C)N1
- strongest force on any atom (eV/Å) = 0.40

***

No. 6
Entry from OMol25: C5H8N2 in the gas phase at a distorted geometry (ωB97M-V with the def2-TZVPD basis set).

Each line ends with the Löwdin charge.
Positions of all 15 atoms, in Å:
C1 0.563 -0.435 0.336  -0.2488
C2 -2.011 0.610 0.165  0.0274
C3 -0.966 1.388 0.089  -0.1071
C4 1.607 -1.377 -0.143  -0.0639
C5 0.196 -1.445 -0.716  -0.1035
N1 1.272 1.665 1.027  0.0318
N2 0.375 0.820 0.498  -0.2330
H1 -2.981 0.930 -0.204  0.0677
H2 -1.748 -0.447 0.537  0.1020
H3 -0.935 2.448 -0.245  0.1213
H4 2.462 -0.993 -0.706  0.1037
H5 1.787 -2.306 0.488  0.1205
H6 -0.313 -2.310 -0.486  0.0658
H7 -0.099 -1.161 -1.678  0.0857
H8 0.788 2.613 1.037  0.0303

- HOMO energy (alpha / beta) (eV) = -7.439 / -7.440
- calculated total energy (eV) = -8289.5815
- charge = 0
- energy above the lowest of the compared OMol25 structures with the same formula, charge and spin (kcal/mol) = 124.87
- strongest force on any atom (eV/Å) = 3.05

***

No. 7
Entry from OMol25: C5H8N2 in the gas phase at a distorted geometry (ωB97M-V with the def2-TZVPD basis set).

Each line ends with the Löwdin charge.
Positions of all 15 atoms, in Å:
C1 -0.523 -0.100 1.728  -0.0578
C2 -0.114 0.456 0.399  -0.3961
C3 -0.974 -0.408 -0.737  -0.1165
C4 0.447 -0.756 -0.603  -0.2710
C5 1.131 0.176 -1.468  -0.1832
N1 1.193 1.453 -1.101  0.0451
N2 0.613 1.525 0.159  -0.0074
H1 -1.629 0.274 2.030  0.1313
H2 0.112 -0.114 2.595  0.0638
H3 -0.659 -1.172 1.651  0.0575
H4 -1.444 -0.358 -1.967  0.1643
H5 -1.542 -1.404 -0.423  0.1201
H6 0.883 -1.781 -0.298  0.1562
H7 1.470 -0.029 -2.642  0.1643
H8 1.036 2.238 0.678  0.1293

- HOMO energy (eV) = -7.984
- calculated total energy (eV) = -8289.4812
- charge = 0
- energy above the lowest of the compared OMol25 structures with the same formula, charge and spin (kcal/mol) = 127.18
- structure (SMILES) = C[C@]12C[C@H]1C=NN2
- strongest force on any atom (eV/Å) = 7.04

***

No. 8
Entry from OMol25: C5H8N2 in the gas phase at a distorted geometry (ωB97M-V with the def2-TZVPD basis set).

Each line ends with the Löwdin charge.
Positions of all 15 atoms, in Å:
C1 -0.845 -2.516 0.277  0.0165
C2 -0.920 -1.219 0.290  -0.0774
C3 -1.061 0.052 0.012  -0.3347
N1 -2.262 0.814 0.074  0.0638
C4 0.218 0.755 -0.135  -0.1508
N2 1.321 0.141 -0.009  -0.0168
C5 2.537 0.904 -0.103  -0.1450
H1 -0.558 -3.096 1.148  0.0582
H2 -1.823 -2.570 -0.222  0.0826
H3 -3.079 0.212 0.019  0.0814
H4 -2.294 1.421 -0.741  0.0810
H5 0.136 1.844 -0.246  0.1201
H6 3.189 0.443 -0.852  0.0745
H7 2.376 1.961 -0.367  0.0701
H8 3.064 0.854 0.857  0.0764

- HOMO energy (eV) = -7.673
- calculated total energy (eV) = -8290.9774
- charge = 0
- energy above the lowest of the compared OMol25 structures with the same formula, charge and spin (kcal/mol) = 92.68
- structure (SMILES) = C=C=C(N)/C=N/C
- strongest force on any atom (eV/Å) = 2.28